No. 1
ORCA calculation (ωB97M-V/def2-TZVPD) on a cluster of 2 separate species, C3H4IOS in total in a non-equilibrium geometry.

The HOMO-LUMO gap is 5.50 eV. The net charge is -1. The highest occupied orbital energy is -2.2 eV.

XYZ file:
```
10
Properties=species:S:1:pos:R:3:forces:R:3
C -0.149339 -2.126244 -0.671209 1.2336 -0.7610 1.5485
C -0.173599 0.805383 0.935276 -0.1638 0.3479 -0.0587
C 0.680817 0.618394 -0.289514 0.1293 -0.9498 -0.1974
O 0.464526 -2.622320 0.199896 -0.5476 0.8170 -0.8379
S -1.140703 -1.948381 -1.863976 -0.4924 0.3426 -0.6407
I -0.161011 1.744133 -1.984853 0.1051 0.1343 0.2035
H 0.237193 0.168957 1.726916 0.0323 -0.0447 0.0344
H -0.237339 1.830406 1.339333 -0.0531 0.0359 0.0634
H -1.197528 0.473941 0.744897 -0.0709 -0.0387 0.0753
H 1.676983 1.055732 -0.136766 -0.1725 0.1166 -0.1903
```
Forces are in eV/Å.

***

No. 2
ORCA calculation (ωB97M-V/def2-TZVPD) on a cluster of 5 separate species, C31H32F32NO7P in total in a non-equilibrium geometry.

The HOMO-LUMO gap is 8.74 eV. The net charge is 0. The highest occupied orbital energy is -8.4 eV.

XYZ file:
```
104
Properties=species:S:1:pos:R:3:forces:R:3
C -5.992068 -0.880983 0.003991 0.3550 0.1025 0.0256
P -6.368002 0.396780 -1.340128 -1.3999 1.3858 0.6651
O -6.990951 -0.349130 -2.721074 0.9172 -0.3617 0.7184
C -4.642405 1.118478 -1.706052 0.6879 -1.8959 0.4961
C -4.259831 1.976185 -0.444231 -0.8381 0.8082 -0.2361
C -3.315749 3.160104 -0.733416 1.9829 0.8107 -0.0432
C -1.899263 2.991751 -0.491251 -0.2285 1.3172 -0.5545
C -0.963465 4.068585 -0.701477 -1.1950 0.3799 -0.2597
C -1.398382 5.357598 -1.168884 -1.5984 -1.5844 0.3066
C -2.809843 5.529255 -1.419500 0.7459 -1.0228 0.4364
C -3.741385 4.455981 -1.208768 0.8473 -0.4150 0.3784
O -4.594594 1.827221 -2.950671 -0.6319 -0.9818 -0.7632
C -3.687951 1.243342 -3.830458 0.6118 -0.1354 -0.0833
O -2.530235 1.243501 -3.518943 0.2721 -0.2324 0.0043
C -4.098422 0.645552 -5.208615 -0.1750 0.2830 -0.7032
N -4.615617 1.670129 -6.158945 -0.1125 -0.7007 1.1063
H -6.727945 -0.721472 0.832053 0.4583 -0.1617 -0.8625
H -6.068700 -1.932269 -0.354782 0.2368 0.7097 0.2227
H -4.987473 -0.667806 0.459326 -0.7402 -0.4239 -0.5627
H -7.957422 -0.297540 -2.639765 0.4825 0.1388 -0.1002
H -3.965558 0.220232 -1.754342 -0.1759 1.0233 -0.0735
H -5.221317 2.406361 -0.045789 0.7805 -0.3371 -0.2198
H -3.855276 1.304807 0.351749 -0.1337 0.6112 -0.7205
H -1.484653 2.024843 -0.135576 -0.5224 0.7267 -0.2502
H 0.108107 3.914175 -0.477090 -0.7695 -0.0023 -0.1750
H -0.703838 6.201976 -1.325430 -0.4234 -0.6956 0.1380
H -3.155327 6.521254 -1.767762 0.0600 -0.8111 0.2351
H -4.823124 4.622305 -1.387136 0.8300 -0.0719 0.0796
H -3.184879 0.224129 -5.696748 -0.5747 0.3052 0.8275
H -4.833600 -0.189052 -5.140767 0.3766 0.7307 0.2961
H -3.916262 2.407676 -6.231670 -0.4492 0.0411 0.0307
H -5.479891 2.018588 -5.739120 0.3597 0.3744 -0.4149
F 0.321271 -3.941169 -6.106695 -0.1392 -0.0247 0.0588
C -0.615743 -4.885392 -6.329172 0.4024 -0.4291 -0.6387
F -0.695445 -5.039481 -7.675864 -0.3050 0.0239 0.0814
C -1.981855 -4.495309 -5.764947 -0.3737 0.7207 0.1628
F -2.466433 -3.395718 -6.385657 0.1803 -0.0607 -0.0644
F -2.846846 -5.508591 -6.059596 0.3201 -0.2285 0.0888
C -2.052322 -4.280866 -4.240917 -0.4921 -0.2516 0.6027
O -1.982546 -2.935763 -3.771692 0.8427 0.1719 -0.6473
C -0.721991 -2.366223 -3.586722 -0.7383 -0.9764 0.5270
F 0.232121 -3.315470 -3.690091 0.2669 0.3292 0.0256
F -0.687182 -1.937887 -2.306097 0.0892 0.3179 -0.1790
C -0.479126 -1.178403 -4.517751 0.0315 0.8167 -0.4516
F -0.574158 -1.537794 -5.817604 -0.1012 -0.1779 0.1654
F 0.768482 -0.679648 -4.340470 -0.0084 -0.2643 0.3115
H -0.268178 -5.828558 -5.907486 -0.1499 0.0322 0.0665
H -3.048007 -4.611416 -3.940505 -0.0265 0.1343 -0.1926
H -1.367056 -4.935191 -3.699214 0.1807 0.0941 -0.2534
H -1.201730 -0.381163 -4.331735 -0.0461 -0.1002 0.2476
F 3.180336 -8.794246 -2.823406 -0.1078 0.1186 -0.0700
C 1.948468 -8.464897 -3.253069 -0.2792 -0.7698 -0.1197
F 1.648322 -9.319446 -4.263805 -0.1241 0.2546 -0.0753
C 1.873495 -7.021766 -3.752058 0.7720 0.6175 -0.1659
F 2.658511 -6.841234 -4.834392 -0.0728 -0.2263 0.0624
F 0.587477 -6.804548 -4.176332 -0.1153 -0.2842 0.4028
C 2.191046 -5.929294 -2.712113 -0.3806 0.7176 0.2416
O 3.507657 -5.386591 -2.726191 0.3814 -1.0453 -0.1033
C 4.505065 -6.061156 -2.020761 -1.2255 0.6967 0.4201
F 3.958361 -7.023769 -1.254338 0.4417 -0.1117 0.0232
F 5.038518 -5.160268 -1.168394 0.3480 -0.1044 -0.2225
C 5.608235 -6.591334 -2.938762 0.5846 -0.1906 -0.4342
F 5.116003 -7.444235 -3.860784 -0.1135 0.1664 0.1076
F 6.531633 -7.273195 -2.220419 -0.1746 0.1706 0.2254
H 1.234131 -8.640053 -2.443344 -0.0194 0.1545 0.0122
H 1.555927 -5.080754 -2.968815 0.1197 -0.0649 -0.1886
H 1.880845 -6.213845 -1.704865 0.1398 -0.2743 -0.1036
H 6.106092 -5.772011 -3.461702 -0.1122 0.1262 0.1220
F -1.172239 2.390323 4.372368 -0.1002 0.0787 -0.0852
C -2.395937 2.613728 3.856174 -0.2010 -0.7057 -0.0999
F -2.551251 1.733170 2.832486 -0.1297 0.2157 -0.0917
C -2.559668 4.044393 3.342706 0.5035 0.6937 -0.3123
F -1.717696 4.288230 2.317591 0.0404 -0.2054 0.1682
F -3.820585 4.152567 2.832514 -0.1114 -0.2771 0.3368
C -2.408230 5.161300 4.393999 -0.4586 0.6413 0.2149
O -1.142108 5.814362 4.467065 0.5233 -0.9810 -0.0340
C -0.144341 5.228732 5.243636 -1.3835 0.5732 0.2892
F -0.658602 4.224850 5.977955 0.4766 -0.0709 0.0696
F 0.252299 6.174089 6.124854 0.3982 -0.0739 -0.1796
C 1.060340 4.792219 4.407701 0.5764 -0.1353 -0.4923
F 0.710676 3.900159 3.460758 -0.1247 0.1509 0.1267
F 1.988487 4.190779 5.194384 -0.1694 0.1520 0.2494
H -3.146694 2.378626 4.615952 -0.0325 0.1358 0.0007
H -3.093757 5.952639 4.086900 0.1237 -0.0694 -0.1978
H -2.762540 4.853792 5.379534 0.1734 -0.2393 -0.0877
H 1.523874 5.648188 3.912656 -0.1252 0.1287 0.1377
F 6.216586 1.411572 8.745189 -0.1017 0.0199 -0.0938
C 4.914339 1.345832 8.405976 -0.2158 -0.5052 0.5334
F 4.551563 0.042574 8.513693 -0.1352 0.1020 -0.2167
C 4.656610 1.842816 6.983187 0.3840 0.1500 -0.7544
F 5.275029 1.052867 6.076969 0.0481 -0.0725 0.2239
F 3.319850 1.716247 6.744919 -0.0206 0.1050 0.4174
C 5.020629 3.313631 6.698930 -0.3622 0.6053 -0.3524
O 6.278742 3.555666 6.070015 0.4953 -0.6899 0.7073
C 7.413174 3.640340 6.876806 -1.2798 0.7905 -0.1284
F 7.055273 3.689823 8.173349 0.4649 -0.0696 0.0382
F 7.985033 4.833102 6.599031 0.3387 -0.2431 -0.1008
C 8.420269 2.526269 6.583247 0.5148 -0.4946 -0.1845
F 7.878399 1.306723 6.774665 -0.1009 0.1948 -0.0512
F 9.485005 2.622288 7.415201 -0.1440 0.2976 0.0235
H 4.331608 1.916619 9.134543 -0.0289 0.1037 -0.1125
H 4.290510 3.666952 5.969713 0.0738 -0.2303 -0.0700
H 4.872243 3.953859 7.570349 0.1572 -0.2516 0.1278
H 8.775049 2.584800 5.552018 -0.0988 0.1826 -0.0088
```
Forces are in eV/Å.

***

No. 3
ORCA calculation (ωB97M-V/def2-TZVPD) on a cluster of 4 separate species, C12H28BN3O5 in total in a non-equilibrium geometry.

The HOMO-LUMO gap is 9.08 eV. The net charge is 0. The highest occupied orbital energy is -8.9 eV.

XYZ file:
```
49
Properties=species:S:1:pos:R:3:forces:R:3
B 6.514519 -3.836358 -4.371388 -0.1752 0.0797 -0.1533
C 6.383508 -2.306630 -4.052679 -0.2967 -0.6633 -0.2261
C 5.158046 -2.086623 -3.147616 0.6273 -0.1400 0.1178
C 3.886173 -2.198902 -3.912567 -1.4028 1.6457 0.0595
O 3.113601 -1.273764 -4.063029 1.0219 -1.3478 -0.0971
O 3.640794 -3.429617 -4.478561 0.1577 0.2490 -0.2376
H 6.584235 -4.261820 -5.479680 0.1232 -0.0257 0.0160
H 6.521698 -4.594793 -3.448912 0.0062 -0.0541 0.0021
H 6.318551 -1.701156 -4.946000 0.0312 0.3125 -0.1815
H 7.270084 -2.008925 -3.501734 0.2618 0.1305 0.1802
H 5.205050 -1.136927 -2.641980 -0.1865 0.4160 0.0243
H 5.184388 -2.858761 -2.384880 -0.1491 -0.2224 0.2690
H 3.366193 -4.035104 -3.788237 0.0024 -0.4016 0.2002
C 1.416441 -0.278200 -1.737417 -0.2207 0.0495 0.2035
N 0.798710 0.506466 -0.687172 -0.0455 -0.1572 -0.1071
C -0.446113 0.053354 -0.076060 0.2935 0.2610 -0.0298
C 1.314686 1.656131 -0.240386 0.0011 -0.0610 0.0565
O 0.809864 2.304752 0.661236 0.1464 0.3020 0.0462
H 0.737982 -0.380629 -2.584369 0.0627 -0.0531 -0.0620
H 1.659900 -1.273930 -1.359261 0.0356 -0.0205 -0.0865
H 2.328734 0.201921 -2.079368 0.0161 0.0346 -0.0127
H -1.215910 0.810001 -0.229026 -0.0918 -0.0805 0.0441
H -0.300716 -0.071836 0.996576 -0.0883 -0.0411 0.0114
H -0.766457 -0.881534 -0.507766 0.0075 -0.1352 -0.1085
H 2.239337 1.965184 -0.756668 -0.0072 -0.0115 0.0175
C -5.083002 -2.155614 2.893343 0.1186 0.1699 -0.0339
N -4.008567 -1.649137 2.064186 -0.0466 0.0169 0.1247
C -3.462436 -0.324207 2.339446 -0.0389 -0.2157 -0.0292
C -3.499938 -2.355640 1.045425 -0.0641 0.0011 -0.0203
O -2.599401 -1.964153 0.324480 0.0216 -0.1080 -0.0734
H -5.949310 -1.494648 2.834049 -0.0361 -0.0288 0.0442
H -4.759932 -2.218316 3.934021 -0.0568 -0.0228 0.0246
H -5.375095 -3.147888 2.556613 0.0107 -0.0295 -0.0285
H -3.583000 0.321389 1.470970 -0.0179 0.0425 0.0417
H -2.397965 -0.397488 2.563098 0.0234 0.0267 0.0077
H -3.979403 0.119316 3.184082 -0.0083 -0.0132 -0.0707
H -3.983088 -3.337799 0.908939 0.0120 -0.0169 0.0064
C -2.259954 5.524946 2.751781 0.0743 -0.1517 -0.0448
N -2.560245 4.109223 2.778448 0.0688 0.0521 -0.0095
C -1.555785 3.159368 2.317375 -0.2176 -0.0233 0.1254
C -3.736561 3.636141 3.214002 -0.0936 0.1622 0.0546
O -4.037074 2.456474 3.256296 -0.0219 -0.0117 0.0319
H -2.044214 5.846521 1.731242 0.0110 0.0591 0.0163
H -1.391412 5.739388 3.377307 -0.0022 0.0615 -0.0113
H -3.109945 6.091873 3.125922 -0.0307 -0.0088 0.0120
H -1.950077 2.578412 1.485430 0.0834 -0.0305 -0.0338
H -1.305654 2.470673 3.124607 0.0638 -0.0440 -0.0460
H -0.661479 3.678019 1.995412 0.0124 0.0530 -0.0294
H -4.429763 4.430845 3.540469 0.0039 -0.0058 -0.0048
```
Forces are in eV/Å.